86
Properties=species:S:1:pos:R:3:forces:R:3 method="wB97M-V/def2-TZVPD" de_lowest_kcal_mol=0.0 homo_ev="-6.5 / -5.6" orbital_gap_ev="6.45 / 5.52" lumo_energy_ev="-0.064 / -0.093" charge=0 multiplicity=2
V -1.110065 0.105277 -0.150505 0.537 0.082 0.648
C 1.514823 2.496620 0.868815 0.035 0.000 0.029
C 0.490688 2.111946 1.916789 -0.039 -0.035 0.012
N -0.909480 1.823668 1.490652 0.064 0.156 -0.150
C -1.633895 1.741228 2.784299 0.023 0.033 0.032
C -3.088378 1.323141 2.762014 -0.059 -0.069 0.103
C -1.476926 2.970457 0.736428 0.055 0.090 0.058
C -1.137158 3.007703 -0.766895 -0.125 0.079 0.035
N -0.629231 1.715279 -1.185444 0.098 -0.046 -0.026
C 0.115220 1.651146 -2.324808 -0.071 -0.106 0.106
C 1.143189 0.695642 -2.408680 0.059 0.014 -0.162
F 1.431285 -0.044262 -1.304955 -0.090 -0.027 0.016
C 1.869946 0.470201 -3.551418 -0.004 0.026 -0.046
F 2.814854 -0.498433 -3.535667 -0.049 0.041 -0.012
C 1.661386 1.216348 -4.697072 -0.002 -0.021 0.054
C 0.687837 2.194795 -4.629593 -0.044 0.003 0.126
F 0.431413 2.946850 -5.708963 0.019 -0.015 -0.031
C -0.068253 2.412346 -3.489508 0.129 -0.030 -0.098
F -1.044346 3.336003 -3.539809 0.009 -0.026 -0.015
H 2.466687 2.636521 1.385610 0.015 0.028 -0.004
H 1.268406 3.434272 0.376519 -0.023 0.071 -0.030
H 1.656756 1.735108 0.112218 -0.004 -0.074 -0.013
H 0.443678 2.929591 2.653657 0.028 -0.037 -0.016
H 0.839763 1.225847 2.453137 0.009 -0.001 -0.031
H -1.551981 2.725083 3.272736 -0.052 -0.034 -0.002
H -1.061876 1.056136 3.411732 -0.038 -0.004 -0.017
H -3.735605 2.041217 2.264736 -0.006 0.022 -0.035
H -3.428013 1.236637 3.796389 -0.027 0.013 0.025
H -3.226462 0.361099 2.269767 0.044 0.011 0.040
H -1.146858 3.904026 1.216285 -0.037 -0.010 -0.012
H -2.555618 2.914191 0.841264 0.026 -0.022 -0.031
H -0.397813 3.790375 -0.971803 -0.024 -0.009 0.015
H -2.051100 3.282724 -1.303798 0.070 0.035 0.049
H 2.227443 1.046356 -5.598756 0.029 -0.003 -0.030
Br 2.873640 0.210137 4.728970 -0.046 0.017 0.026
C 4.497741 -0.197876 3.852981 0.062 0.058 0.120
C 5.679575 0.070086 4.533457 -0.034 -0.013 -0.010
C 6.897936 -0.212630 3.942303 -0.009 -0.001 -0.020
C 6.939270 -0.762070 2.668997 -0.038 0.000 0.010
C 5.761470 -1.026914 1.992017 0.007 0.004 0.014
C 4.532997 -0.745682 2.580418 0.033 -0.037 -0.028
I 2.804894 -1.155479 1.501614 -0.057 0.006 -0.090
H 5.632916 0.497572 5.524672 0.001 0.007 0.015
H 7.812207 -0.002214 4.478887 0.028 0.005 0.010
H 7.885257 -0.986831 2.197622 0.042 -0.002 -0.004
H 5.789241 -1.454936 1.000326 -0.004 -0.006 -0.028
F -4.009513 -0.813906 -0.419650 -0.007 -0.142 -0.024
B -3.185760 0.264706 -0.202801 -0.591 0.009 -0.121
F -3.947739 1.392648 -0.303005 -0.036 0.196 0.083
N 2.215943 -3.672029 -2.787147 0.023 0.030 0.121
C 0.936688 -4.082042 -2.948064 -0.120 -0.050 -0.056
O 0.603763 -5.243861 -3.055238 0.020 -0.029 -0.065
C -0.063482 -2.961618 -2.979398 0.025 0.111 0.030
C -0.809147 -2.677607 -4.115351 -0.071 -0.005 0.046
C -1.698935 -1.616416 -4.069339 0.013 -0.022 0.043
C -1.824588 -0.892896 -2.898298 -0.093 0.115 -0.069
N -1.105417 -1.157334 -1.800410 0.006 -0.398 -0.225
C -0.254841 -2.188147 -1.849294 0.171 -0.044 -0.204
H 2.937333 -4.371002 -2.738111 0.041 0.019 -0.003
H 2.452796 -2.694526 -2.753598 0.055 -0.013 -0.035
H -0.698319 -3.280401 -5.006327 0.014 -0.023 -0.018
H -2.303282 -1.345255 -4.922665 0.008 -0.025 -0.029
H -2.515311 -0.063722 -2.815048 0.008 0.002 -0.022
H 0.321691 -2.378186 -0.953090 -0.004 -0.014 0.018
C -0.490712 -3.944315 3.788975 0.039 -0.076 0.093
N -1.373923 -2.838955 4.147648 0.006 0.026 -0.041
C -2.757763 -3.258334 3.933027 -0.063 -0.026 0.079
N -3.031319 -3.745480 2.586279 -0.023 0.056 -0.042
C -2.101776 -4.827677 2.287774 -0.025 -0.101 0.020
N -0.697444 -4.458542 2.439476 0.016 0.039 -0.019
C -0.311202 -3.467909 1.435750 0.035 -0.091 -0.036
P -1.268898 -1.871543 1.550753 0.043 0.352 -0.298
C -1.067406 -1.636532 3.376988 0.056 0.040 0.113
C -2.943582 -2.669218 1.598588 -0.055 -0.049 0.037
H -0.674358 -4.760566 4.492409 0.018 0.010 -0.015
H 0.547072 -3.620122 3.893712 0.001 -0.002 0.004
H -3.420827 -2.418377 4.150597 -0.005 -0.010 0.008
H -2.975397 -4.066888 4.635660 -0.002 0.019 -0.009
H -2.269868 -5.173269 1.266042 -0.008 -0.016 0.007
H -2.309925 -5.651486 2.975812 0.008 0.010 -0.029
H -0.467860 -3.907795 0.446262 -0.006 0.023 0.006
H 0.757964 -3.262239 1.533527 -0.021 -0.018 0.001
H -1.735443 -0.837121 3.700075 0.004 -0.034 0.004
H -0.039971 -1.318840 3.585819 -0.032 -0.009 -0.004
H -3.181908 -3.054870 0.604998 0.009 -0.002 0.022
H -3.690988 -1.904527 1.814329 0.000 -0.027 0.023